Density functional theory data (wB97M-V/def2-TZVPD) for a 2-piece molecular cluster, C4H12NO overall in a non-equilibrium geometry.

```
18
Properties=species:S:1:pos:R:3:forces:R:3:mulliken_charge:R:1
C 2.3089 -0.5020 -0.9922 0.3 2.1 -0.1 -1.005
C 1.6762 0.6854 -0.1869 0.4 -1.4 0.5 -0.573
C 0.2228 0.4785 0.0350 -0.3 0.6 1.0 -0.245
C -0.2923 0.4912 1.2654 0.4 -0.2 -1.9 -0.319
N -1.7685 0.4682 1.4005 0.6 1.4 0.4 -0.226
H 3.1923 -0.0903 -1.4885 -0.2 -0.1 -0.4 0.303
H 1.5587 -0.7881 -1.7225 0.4 -0.7 -0.2 0.312
H 2.7349 -1.2544 -0.3428 -0.7 -0.5 0.1 0.317
H 1.7931 1.6599 -0.6587 0.2 -0.1 -0.1 0.358
H 2.1622 0.6701 0.7918 0.1 0.5 -0.1 0.273
H -0.4404 0.4280 -0.8230 0.0 -0.1 0.0 0.353
H 0.3286 0.5538 2.1431 -0.5 0.0 0.4 0.381
H -2.2289 0.7415 0.5310 0.2 -1.2 -0.5 0.328
H -2.0981 -0.4146 1.8003 -0.4 0.3 -0.1 0.345
H -2.0077 1.3103 1.9327 -0.2 -0.6 1.0 0.385
H -3.1542 -1.2451 -1.3079 0.9 -0.4 0.0 0.310
H -1.7572 -1.9499 -1.3904 0.3 -0.9 -0.6 0.291
O -2.2304 -1.2423 -0.9871 -1.3 1.3 0.7 -0.587
```
Forces are in eV/Å.

Values from the calculation:
Charge: +1
HOMO: -14.40 eV
F_max: 0.0416 Eh/bohr
2S+1: 1
E_LUMO: -3.4 eV
M: 90.15 g/mol